1.
Below is C2H3NO2 in the gas phase in a non-equilibrium geometry, with properties calculated with ωB97M-V/def2-TZVPD.

Cartesian coordinates (Å):
C -0.00019 1.24527 -0.39555
C -0.28500 -0.18169 -0.50137
N 0.93211 -1.05402 -2.51410
O -0.16784 -0.59931 -1.88996
O 1.90530 -1.42117 -1.92518
H -0.24165 1.47124 0.64523
H 0.63266 -0.43767 0.13541
H -1.16718 -0.57130 0.05377

## Properties
Gap between HOMO and LUMO, eV: 8.908
HOMO energy, Eh: -0.35581
Total charge: 0

2.
Below is C2H3NO2 in the gas phase in a non-equilibrium geometry, with properties calculated with ωB97M-V/def2-TZVPD.

Cartesian coordinates (Å):
C -0.57747 -0.77768 -0.08545
C -1.18848 0.38394 0.20813
N 0.64179 0.05514 -0.56443
O -0.21646 1.21594 -0.09190
O 1.73318 -0.11695 0.24970
H -0.63362 -1.82658 -0.07762
H -2.12878 0.62215 0.39311
H 2.36983 0.44405 -0.03154

## Properties
Gap between HOMO and LUMO, eV: 10.155
HOMO energy, Eh: -0.33482
Total charge: 0

3.
Below is C2H3NO2 in the gas phase in a non-equilibrium geometry, with properties calculated with ωB97M-V/def2-TZVPD.

Cartesian coordinates (Å):
C 0.83640 -0.59229 -0.22600
C -0.06122 0.49088 0.31301
N -1.54394 0.41971 0.06032
O 2.03196 -0.51304 -0.20247
O -1.97605 -0.55030 -0.49182
H 0.14761 -1.24064 -0.87308
H 0.18301 0.41175 1.37429
H 0.38223 1.57393 0.04574

## Properties
Gap between HOMO and LUMO, eV: 8.827
HOMO energy, Eh: -0.34278
Total charge: 0

4.
Below is C2H3NO2 in the gas phase in a non-equilibrium geometry, with properties calculated with ωB97M-V/def2-TZVPD.

Cartesian coordinates (Å):
O -1.98808 0.41395 0.27293
C -0.89416 -0.11342 -0.23630
N 0.16253 0.28557 0.35597
C 1.41915 -0.13608 -0.00371
O 2.39799 0.24927 0.58034
H -1.03352 -0.80791 -1.07794
H -1.51539 0.94918 0.96166
H 1.45148 -0.84056 -0.85295

## Properties
Gap between HOMO and LUMO, eV: 10.688
HOMO energy, Eh: -0.37832
Total charge: 0

5.
Below is 2 unconnected molecules or ions with the total composition C2H3NO2 in a non-equilibrium geometry, with properties calculated with ωB97M-V/def2-TZVPD.

Cartesian coordinates (Å):
C 0.58675 0.14576 -1.59159
C -0.90079 0.33353 1.82782
N -0.35885 -0.66141 1.62338
O -0.05271 -1.77826 1.44605
O 0.42080 1.03766 -0.83209
H -0.02306 -0.82105 -1.37526
H 1.08295 0.29872 -2.62587
H -0.75510 1.44505 1.52756

## Properties
Gap between HOMO and LUMO, eV: 10.653
HOMO energy, Eh: -0.36514
Total charge: 0

6.
Below is C2H3NO2 in the gas phase in a non-equilibrium geometry, with properties calculated with ωB97M-V/def2-TZVPD.

Cartesian coordinates (Å):
C -0.11880 -0.83995 0.00936
C -0.29717 1.43667 -0.07223
N 0.55341 0.52897 -0.00279
O -1.57614 -0.69468 -0.06306
O -1.65086 0.80113 0.08145
H 0.41975 -1.18637 -0.89369
H 0.31116 -1.18654 0.98843
H -0.17538 2.44638 -0.22889

## Properties
Gap between HOMO and LUMO, eV: 10.737
HOMO energy, Eh: -0.35889
Total charge: 0

7.
Below is C2H3NO2 in the gas phase in a non-equilibrium geometry, with properties calculated with ωB97M-V/def2-TZVPD.

Cartesian coordinates (Å):
C -0.63111 0.37398 -0.64768
C 0.83869 -0.69766 0.52767
N 0.22440 -0.73908 -0.59747
O -0.71931 0.95046 0.66464
O 0.40521 0.25271 1.36777
H -0.02830 1.00804 -1.19467
H -1.68456 0.21505 -1.04777
H 1.59499 -1.36351 0.92750

## Properties
Gap between HOMO and LUMO (alpha / beta), eV: 7.714 / 9.153
HOMO energy (alpha / beta), Eh: -0.24711 / -0.40120
Spin multiplicity: 3
Total charge: 0

8.
Below is C2H3NO2S in the gas phase in a non-equilibrium geometry, with properties calculated with ωB97M-V/def2-TZVPD.

Cartesian coordinates (Å):
C -1.55578 0.15367 -0.38880
C -0.86227 -0.31844 0.67345
N 1.92844 0.14086 -0.09720
O 1.46257 1.23630 -0.38534
O 3.06599 -0.12172 -0.06174
S 0.82517 -1.18978 0.27635
H -2.43469 0.61432 -0.30478
H -1.23225 0.10519 -1.41448
H -1.19718 -0.62041 1.70253

## Properties
Gap between HOMO and LUMO, eV: 10.184
HOMO energy, Eh: -0.37239
Total charge: 0